*P*
{"formula": "C5H6O3", "method": "ωB97M-V/def2-TZVPD", "symbols": ["C", "C", "C", "C", "C", "H", "H", "H", "H", "H", "H", "O", "O", "O"], "coordinates": [[0.98343, 2.08276, 0.60434], [0.86161, 0.52242, 0.75328], [-1.12491, -0.35969, -0.22660], [-0.69233, -1.79592, -0.44797], [-0.05426, -0.55006, -1.16325], [1.93509, 2.71023, 0.48420], [1.53475, -0.36787, 1.39376], [-2.05615, -0.05219, -0.40906], [-1.63545, -2.50538, -0.66778], [-0.18363, -2.03976, 0.90013], [-0.29913, -0.51637, -2.24900], [0.01586, 2.84316, 0.80114], [-0.42412, 0.03242, 0.93733], [1.13923, -0.00375, -0.71051]], "nbo_charge": [0.36, 0.28, 0.01, -0.47, 0.08, 0.16, 0.24, 0.20, 0.25, 0.21, 0.22, -0.48, -0.52, -0.53], "molar_mass_g_mol": 114.1, "orbital_gap_ev": 9.8132, "e_homo_ev": -9.693}

*Q*
{"formula": "C5H6O3", "method": "ωB97M-V/def2-TZVPD", "symbols": ["O", "C", "O", "C", "C", "C", "C", "O", "H", "H", "H", "H", "H", "H"], "coordinates": [[1.62255, -0.33756, -1.38485], [1.15548, -0.02919, -0.36353], [1.79375, 0.34555, 0.69945], [0.91048, 0.67069, 1.81641], [-0.47095, 0.48416, 1.12931], [-0.34237, -0.10618, -0.07104], [-1.29630, -0.52340, -1.14691], [-0.64136, -0.28204, -2.41763], [1.29508, 1.67560, 2.07296], [1.20523, -0.08488, 2.53676], [-1.36885, 0.61522, 1.68115], [-2.18942, 0.07009, -1.05546], [-1.65010, -1.53913, -0.88090], [-0.02323, -0.95894, -2.61573]], "nbo_charge": [-0.58, 0.76, -0.48, -0.10, -0.19, -0.12, -0.10, -0.70, 0.21, 0.21, 0.21, 0.20, 0.19, 0.49], "molar_mass_g_mol": 114.1, "orbital_gap_ev": 10.5712, "e_homo_ev": -9.810}

*R*
{"formula": "C5H6O3", "method": "ωB97M-V/def2-TZVPD", "symbols": ["C", "C", "C", "C", "C", "O", "O", "O", "H", "H", "H", "H", "H", "H"], "coordinates": [[-0.57844, -1.21186, -0.05550], [0.25283, -0.53217, -1.11696], [0.68635, 0.82985, 1.20890], [-0.48969, 0.28271, 0.11701], [1.40307, 1.51666, 0.23732], [-1.85569, -1.69065, -0.33438], [-1.44273, 1.08409, -0.05535], [1.92896, 2.14919, -0.55451], [-2.41906, -0.90660, -0.44707], [-0.05171, -1.86294, 0.63592], [1.30629, -0.78732, -1.16675], [-0.22508, -0.33342, -2.06646], [1.26953, 0.01019, 1.62550], [0.21537, 1.45225, 1.97232]], "nbo_charge": [0.05, -0.59, -0.68, 0.38, 0.92, -0.70, -0.75, -0.34, 0.49, 0.17, 0.20, 0.24, 0.30, 0.31], "molar_mass_g_mol": 114.1, "orbital_gap_ev": 7.3331, "e_homo_ev": -7.736}

Of all the structures shown, which is most stable? *Q*, and *P* is the least stable.